1.
DFT (ωB97M-V/def2-TZVPD) results for an isolated molecule of C21H27N3O8S.

Cartesian coordinates (Å):
C1 3.175 2.790 -0.457
O1 2.359 2.944 0.692
C2 1.072 2.531 0.656
C3 0.525 2.179 1.888
C4 -0.776 1.723 2.002
C5 -1.537 1.611 0.858
S1 -3.221 1.027 0.917
O2 -4.077 2.078 0.447
O3 -3.482 0.479 2.215
N1 -3.196 -0.163 -0.307
C6 -4.360 -0.103 -1.181
C7 -5.568 -0.733 -0.488
C8 -5.183 -2.139 -0.029
O4 -4.009 -2.123 0.761
C9 -2.933 -1.533 0.090
C10 -1.700 -1.658 0.991
N2 -0.497 -1.253 0.318
C11 0.409 -2.101 -0.177
O5 0.387 -3.318 -0.101
C12 1.585 -1.366 -0.827
O6 1.592 -0.153 -0.967
N3 2.542 -2.213 -1.227
C13 3.888 -1.790 -1.509
C14 4.767 -1.920 -0.247
C15 4.150 -1.180 0.890
C16 3.155 -1.535 1.755
C17 2.912 -0.398 2.565
C18 3.773 0.559 2.131
O7 4.522 0.097 1.116
C19 -1.036 1.988 -0.377
C20 0.261 2.469 -0.503
O8 0.781 2.911 -1.677
C21 0.058 2.677 -2.863
H1 3.005 3.589 -1.180
H2 2.995 1.823 -0.928
H3 4.201 2.837 -0.091
H4 1.159 2.265 2.754
H5 -1.200 1.446 2.953
H6 -4.543 0.947 -1.404
H7 -4.114 -0.638 -2.105
H8 -6.425 -0.775 -1.160
H9 -5.816 -0.123 0.382
H10 -5.955 -2.581 0.604
H11 -5.020 -2.785 -0.908
H12 -2.739 -2.084 -0.854
H13 -1.596 -2.713 1.258
H14 -1.863 -1.066 1.893
H15 -0.339 -0.268 0.142
H16 2.376 -3.182 -0.978
H17 4.300 -2.395 -2.320
H18 3.838 -0.744 -1.820
H19 4.863 -2.975 0.017
H20 5.756 -1.512 -0.458
H21 2.665 -2.485 1.821
H22 2.195 -0.317 3.355
H23 3.940 1.570 2.444
H24 -1.694 1.906 -1.226
H25 -0.884 3.235 -2.878
H26 0.700 3.033 -3.667
H27 -0.141 1.610 -2.999

Force components x, y, z for each atom (eV/Å):
C 0.4 0.0 -0.4
O -0.4 0.2 0.1
C -0.2 -0.1 0.1
C 0.1 0.1 -0.3
C -0.2 -0.1 0.0
C -0.5 -0.2 0.1
S 0.4 0.2 -0.2
O 0.0 0.0 -0.3
O 0.2 -0.1 0.0
N 0.0 0.7 0.6
C -0.6 0.3 -0.2
C 0.4 -0.2 0.0
C -0.3 0.1 -0.1
O 0.1 0.0 0.1
C 0.6 -0.4 0.1
C -0.3 -0.5 0.0
N 0.0 0.3 -0.2
C -0.2 0.2 0.2
O 0.0 -0.2 0.0
C 0.1 0.0 -0.3
O 0.1 0.0 0.0
N -0.1 -0.5 0.0
C 0.2 0.2 0.0
C -0.2 0.4 -0.1
C -0.3 -0.9 0.2
C 0.6 0.1 -0.3
C 0.3 0.5 -0.1
C -0.7 -0.1 0.7
O 0.4 0.1 -0.4
C 0.2 0.2 -0.2
C -0.2 0.0 0.2
O 0.2 0.0 0.4
C -0.1 0.0 -0.2
H 0.0 -0.1 0.1
H 0.1 0.0 0.0
H 0.0 0.0 0.0
H 0.1 0.0 0.1
H 0.0 -0.1 0.2
H -0.1 -0.2 -0.2
H 0.1 0.1 0.1
H -0.1 0.0 0.0
H -0.1 0.0 0.0
H 0.0 0.0 -0.1
H -0.1 0.0 0.1
H 0.0 0.2 0.2
H -0.1 0.2 0.0
H 0.1 -0.2 0.0
H 0.1 -0.1 0.0
H -0.1 0.1 0.0
H 0.0 0.1 0.0
H 0.1 -0.1 -0.1
H 0.1 0.0 0.0
H 0.1 -0.1 0.0
H -0.1 -0.3 -0.1
H -0.1 0.1 0.2
H 0.1 0.2 0.0
H 0.1 0.0 -0.2
H 0.0 0.0 0.0
H -0.1 0.0 0.0
H 0.0 0.0 0.0

- Total energy: -1980.7876 a.u.
- Gap between HOMO and LUMO: 0.3335 hartree
- Largest force on an atom: 1.0 eV/A
- SMILES: COc1ccc(S(=O)(=O)N2CCCO[C@@H]2CNC(=O)C(=O)NCCc2ccco2)cc1OC
- ΔE to the lowest compared entry with this formula, charge and spin: 5.6 kcal/mol
- 2S+1: 1

Table of Mulliken atomic charges, one value per atom, all in e: -0.702, -0.520, 0.402, -0.567, -0.056, -1.151, 1.317, -0.761, -0.677, 0.335, -1.034, -0.479, -0.549, -0.432, -0.055, -1.597, 0.552, 0.987, -0.747, 0.023, -0.428, -0.025, -0.688, -0.861, 0.256, -0.268, -0.459, -0.583, -0.341, 0.155, 0.462, -0.459, -0.969, 0.333, 0.155, 0.301, 0.571, 0.582, 0.465, 0.509, 0.428, 0.271, 0.380, 0.319, 0.576, 0.494, 0.246, -0.314, 0.301, 0.394, 0.235, 0.326, 0.369, 0.590, 0.523, 0.569, 0.344, 0.340, 0.268, 0.347

=====

2.
DFT (ωB97M-V/def2-TZVPD) results for an isolated molecule of C21H27N5O2.

Cartesian coordinates (Å):
C1 -0.888 -2.285 5.223
C2 -0.603 -2.620 3.761
C3 -1.770 -2.211 2.849
C4 -1.573 -0.802 2.294
N1 -0.380 -0.731 1.455
C5 -0.486 -0.458 0.125
N2 0.137 -1.178 -0.801
C6 -0.166 -0.581 -1.969
C7 -0.997 0.513 -1.771
C8 -1.494 1.275 -2.867
O1 -2.257 2.225 -2.869
N3 -0.977 0.786 -4.069
C9 -0.117 -0.266 -4.309
O2 0.257 -0.538 -5.429
N4 0.265 -0.979 -3.197
C10 1.150 -2.114 -3.323
N5 -1.177 0.592 -0.395
C11 -1.793 1.698 0.299
C12 -1.188 3.057 -0.066
C13 0.302 3.178 0.271
C14 1.190 2.394 -0.657
C15 1.228 2.695 -2.014
C16 2.033 1.972 -2.875
C17 2.819 0.940 -2.390
C18 2.800 0.642 -1.039
C19 1.993 1.367 -0.180
C20 0.653 -1.707 1.783
C21 0.682 -1.925 3.287
H1 -1.096 -1.223 5.340
H2 -0.030 -2.536 5.842
H3 -1.747 -2.845 5.585
H4 -0.468 -3.704 3.680
H5 -2.710 -2.248 3.402
H6 -1.853 -2.903 2.009
H7 -1.475 -0.093 3.126
H8 -2.449 -0.525 1.703
H9 -1.267 1.288 -4.901
H10 0.611 -3.034 -3.095
H11 1.974 -2.003 -2.620
H12 1.513 -2.139 -4.348
H13 -1.668 1.531 1.368
H14 -2.861 1.719 0.054
H15 -1.741 3.809 0.501
H16 -1.357 3.252 -1.123
H17 0.470 2.854 1.301
H18 0.577 4.235 0.203
H19 0.623 3.503 -2.398
H20 2.049 2.212 -3.928
H21 3.445 0.375 -3.065
H22 3.414 -0.158 -0.651
H23 1.984 1.132 0.876
H24 1.602 -1.305 1.423
H25 0.481 -2.655 1.259
H26 1.554 -2.523 3.552
H27 0.782 -0.956 3.780

Force components x, y, z for each atom (eV/Å):
C 0.1 -0.2 -0.2
C 0.0 0.1 0.1
C 0.1 0.1 0.0
C -0.3 -0.1 0.2
N 0.1 0.1 0.1
C -0.1 0.2 -0.5
N 0.1 -0.4 -0.1
C -0.7 1.0 0.6
C 0.3 -0.7 -0.4
C 0.1 -0.3 0.2
O -0.2 0.2 0.0
N -0.2 0.3 -0.3
C 0.0 0.0 0.1
O 0.1 0.0 -0.4
N 0.0 0.0 0.0
C 0.1 -0.2 -0.1
N 0.1 -0.5 0.0
C -0.2 0.6 0.1
C 0.1 -0.2 0.2
C -0.2 0.1 -0.1
C 0.2 0.0 0.2
C 0.1 0.0 0.0
C 0.0 0.1 -0.1
C 0.1 -0.1 0.0
C 0.1 0.0 -0.1
C 0.0 0.1 0.0
C 0.4 0.0 0.1
C -0.1 -0.2 -0.2
H 0.0 0.2 0.0
H 0.1 0.0 0.1
H -0.1 0.0 0.1
H 0.0 0.0 0.0
H -0.1 0.0 0.0
H -0.1 0.0 0.0
H -0.1 0.0 -0.1
H 0.1 0.1 0.1
H 0.1 -0.1 0.1
H 0.1 0.0 0.0
H 0.0 0.0 0.0
H 0.0 0.0 0.1
H -0.1 0.0 -0.1
H 0.1 -0.1 0.2
H -0.1 0.0 0.0
H -0.1 0.1 0.0
H 0.1 0.1 0.0
H 0.0 0.0 0.1
H -0.1 0.1 -0.1
H 0.0 0.0 -0.1
H 0.1 -0.1 -0.1
H 0.0 -0.1 0.0
H 0.0 0.0 0.1
H 0.0 -0.1 0.0
H 0.0 0.0 0.0
H 0.0 0.0 0.0
H 0.1 0.1 0.1

- Total energy: -1240.7827 a.u.
- Gap between HOMO and LUMO: 0.3034 hartree
- Largest force on an atom: 1.3 eV/A
- SMILES: CC1CCN(c2nc3c(c(=O)[nH]c(=O)n3C)n2CCCc2ccccc2)CC1
- ΔE to the lowest compared entry with this formula, charge and spin: 0.0 kcal/mol
- 2S+1: 1

Table of Mulliken atomic charges, one value per atom, all in e: -1.672, 0.639, -1.242, -0.817, 0.593, 0.001, -0.612, 0.621, 0.387, -0.149, -0.704, 0.021, 0.465, -0.699, 0.192, -1.126, -0.051, -0.754, -0.742, -1.258, 0.239, 0.099, -0.568, -0.622, -0.852, -0.011, -0.570, -1.324, 0.311, 0.423, 0.436, 0.294, 0.477, 0.376, 0.454, 0.576, 0.256, 0.308, 0.343, 0.388, 0.393, 0.201, 0.483, 0.447, 0.320, 0.451, 0.420, 0.412, 0.450, 0.382, 0.430, 0.378, 0.339, 0.514, 0.254

=====

3.
DFT (ωB97M-V/def2-TZVPD) results for an isolated molecule of C21H27N5O3.

Cartesian coordinates (Å):
C1 -4.653 -2.702 -0.191
C2 -5.480 -1.480 0.199
O1 -5.095 -0.314 -0.502
C3 -3.957 0.343 -0.155
C4 -3.618 1.426 -0.969
C5 -2.486 2.171 -0.714
C6 -1.661 1.867 0.362
C7 -0.383 2.619 0.621
N1 0.749 1.770 0.255
C8 0.868 1.532 -1.170
C9 1.346 2.770 -1.939
N2 2.389 3.461 -1.212
C10 2.674 3.357 0.104
O2 3.456 4.110 0.646
C11 2.021 2.182 0.835
C12 3.077 1.061 0.857
C13 2.685 -0.289 1.453
O3 3.530 -1.122 1.714
N3 1.365 -0.468 1.666
C14 0.820 -1.774 1.923
C15 0.400 -2.458 0.606
C16 1.616 -2.662 -0.241
C17 2.401 -3.811 -0.146
N4 3.512 -3.963 -0.841
C18 3.869 -2.964 -1.635
C19 3.091 -1.822 -1.746
N5 1.969 -1.673 -1.057
C20 -2.011 0.802 1.179
C21 -3.140 0.042 0.931
H1 -3.604 -2.561 0.059
H2 -4.730 -2.871 -1.262
H3 -5.026 -3.578 0.332
H4 -5.442 -1.311 1.283
H5 -6.524 -1.633 -0.087
H6 -4.263 1.660 -1.801
H7 -2.245 3.004 -1.359
H8 -0.299 2.837 1.689
H9 -0.386 3.579 0.083
H10 1.560 0.699 -1.308
H11 -0.106 1.220 -1.554
H12 0.505 3.457 -2.109
H13 1.731 2.471 -2.920
H14 2.832 4.239 -1.684
H15 1.841 2.493 1.869
H16 3.431 0.849 -0.155
H17 3.942 1.427 1.415
H18 0.752 0.216 1.221
H19 -0.047 -1.679 2.582
H20 1.592 -2.366 2.421
H21 -0.072 -3.416 0.829
H22 -0.306 -1.811 0.082
H23 2.126 -4.631 0.504
H24 4.788 -3.091 -2.188
H25 3.364 -1.006 -2.402
H26 -1.394 0.562 2.032
H27 -3.373 -0.774 1.597

Force components x, y, z for each atom (eV/Å):
C -0.1 0.4 0.0
C 0.0 -0.5 0.1
O 0.1 0.2 -0.1
C 0.1 0.2 -0.1
C -0.2 -0.2 0.0
C 0.0 -0.1 0.2
C 0.0 0.2 0.1
C -0.1 -0.1 0.0
N 0.0 0.3 0.1
C 0.2 0.1 -0.3
C -0.4 -0.2 0.0
N 0.0 0.2 -0.5
C -0.1 0.0 0.2
O 0.2 0.1 0.3
C 0.2 0.0 0.1
C 0.0 -0.1 0.1
C 0.0 0.5 0.1
O 0.3 -0.2 0.0
N -0.3 -0.1 0.2
C -0.1 -0.2 0.1
C 0.2 0.0 0.3
C -0.1 -0.1 -0.2
C -0.1 0.2 0.0
N 0.2 -0.3 0.0
C 0.0 0.2 -0.1
C 0.2 -0.1 0.0
N -0.2 0.0 0.0
C 0.0 0.2 -0.2
C -0.2 -0.2 0.0
H 0.1 -0.1 0.0
H 0.0 0.0 -0.1
H 0.0 -0.1 0.1
H -0.1 0.0 -0.1
H 0.1 0.0 0.1
H -0.1 0.0 -0.1
H 0.0 0.1 -0.1
H 0.0 0.1 -0.1
H 0.0 0.0 0.1
H -0.1 0.0 -0.1
H 0.1 -0.1 0.0
H 0.1 -0.1 0.0
H -0.1 0.0 0.1
H 0.0 0.0 0.2
H 0.0 0.1 -0.2
H 0.0 0.0 0.0
H -0.1 -0.1 -0.1
H 0.2 0.0 -0.1
H 0.1 -0.1 0.0
H -0.2 0.0 0.0
H -0.1 0.0 0.0
H 0.0 -0.1 0.0
H -0.1 0.0 0.1
H 0.1 0.1 -0.1
H 0.1 0.0 -0.1
H 0.1 0.0 0.1
H -0.1 -0.1 0.0

- Total energy: -1315.9586 a.u.
- Gap between HOMO and LUMO: 0.3378 hartree
- Largest force on an atom: 0.5 eV/A
- SMILES: CCOc1ccc(CN2CCNC(=O)[C@@H]2CC(=O)NCCc2cnccn2)cc1
- ΔE to the lowest compared entry with this formula, charge and spin: 36.8 kcal/mol
- 2S+1: 1

Table of Mulliken atomic charges, one value per atom, all in e: -0.712, -0.459, -0.472, 0.773, -0.683, -0.326, 0.026, -1.184, 0.237, -0.374, -0.849, -0.083, -0.187, -0.686, 0.298, -0.836, 0.179, -0.680, 0.082, -1.287, -0.563, 0.592, -0.341, -0.613, -0.368, -0.198, -0.233, -0.643, -0.360, 0.075, 0.303, 0.355, 0.334, 0.319, 0.448, 0.356, 0.457, 0.445, -0.124, 0.598, 0.267, 0.472, 0.253, 0.598, 0.272, 0.487, 0.235, 0.457, 0.536, 0.477, 0.206, 0.405, 0.383, 0.390, 0.533, 0.412

=====

4.
DFT (ωB97M-V/def2-TZVPD) results for the ion C21H27N6 with charge +1.

Cartesian coordinates (Å):
C1 5.932 0.054 -0.039
C2 5.179 -1.202 0.378
N1 3.752 -0.942 0.526
C3 3.393 -0.210 1.726
C4 2.013 0.431 1.486
N2 1.344 -0.307 0.393
C5 -0.056 0.129 0.106
C6 -0.210 1.635 0.160
C7 -0.988 2.221 1.150
C8 -1.153 3.596 1.176
C9 -0.540 4.388 0.220
C10 0.240 3.806 -0.767
C11 0.405 2.432 -0.801
C12 -0.359 -0.344 -1.273
N3 0.567 -0.750 -2.119
N4 -0.066 -1.032 -3.250
N5 -1.303 -0.821 -3.144
N6 -1.550 -0.376 -1.910
C13 -2.866 -0.037 -1.439
C14 -3.161 -0.709 -0.121
C15 -2.892 -2.063 0.046
C16 -3.150 -2.681 1.257
C17 -3.687 -1.954 2.307
C18 -3.967 -0.607 2.142
C19 -3.701 0.015 0.933
C20 1.467 -1.759 0.650
C21 2.940 -2.145 0.431
H1 5.948 0.801 0.750
H2 6.960 -0.206 -0.274
H3 5.475 0.487 -0.924
H4 5.286 -1.951 -0.409
H5 5.608 -1.618 1.301
H6 3.370 -0.864 2.613
H7 4.130 0.570 1.909
H8 2.114 1.474 1.186
H9 1.386 0.382 2.378
H10 1.896 -0.154 -0.469
H11 -0.723 -0.338 0.841
H12 -1.472 1.603 1.892
H13 -1.762 4.046 1.944
H14 -0.672 5.458 0.240
H15 0.717 4.419 -1.515
H16 1.004 1.982 -1.580
H17 -3.562 -0.370 -2.215
H18 -2.943 1.051 -1.342
H19 -2.494 -2.639 -0.778
H20 -2.945 -3.734 1.375
H21 -3.897 -2.438 3.248
H22 -4.398 -0.041 2.952
H23 -3.927 1.063 0.802
H24 0.827 -2.310 -0.039
H25 1.136 -1.954 1.672
H26 3.233 -2.912 1.166
H27 3.075 -2.560 -0.570

Force components x, y, z for each atom (eV/Å):
C -0.1 -0.3 0.1
C 0.1 0.2 -0.2
N -0.1 0.0 0.0
C 0.0 -0.1 0.0
C 0.5 0.4 0.5
N 0.0 0.1 -0.4
C -0.5 0.4 0.1
C -0.1 0.1 0.1
C 0.1 -0.1 -0.1
C 0.0 0.1 0.0
C 0.0 0.0 0.0
C 0.1 0.0 0.0
C -0.1 0.0 0.1
C -0.3 -0.3 -0.6
N 0.2 0.3 1.2
N 0.6 -0.4 -1.0
N -1.3 0.0 -0.5
N 1.5 0.0 0.6
C -0.7 0.2 0.1
C 0.0 0.0 0.1
C 0.0 0.0 0.0
C 0.1 0.0 -0.1
C 0.0 0.0 0.1
C 0.0 0.0 0.1
C 0.0 -0.1 -0.2
C 0.1 -0.8 0.1
C 0.1 -0.1 -0.1
H 0.0 0.1 0.1
H 0.1 0.0 0.0
H 0.0 0.0 -0.1
H 0.0 0.0 0.1
H -0.1 -0.1 0.0
H 0.0 0.0 0.0
H -0.1 0.0 0.0
H -0.1 -0.1 0.0
H -0.1 0.0 -0.1
H 0.0 0.0 0.2
H 0.2 0.0 -0.1
H -0.1 -0.1 0.1
H -0.1 0.1 0.1
H 0.0 0.1 0.0
H 0.0 0.1 -0.1
H 0.1 0.0 -0.1
H 0.1 0.1 0.1
H 0.0 -0.1 -0.1
H 0.1 -0.1 -0.1
H 0.0 -0.1 0.0
H 0.0 0.0 0.1
H 0.0 0.1 0.1
H 0.0 0.1 0.0
H 0.0 0.1 0.1
H 0.0 0.2 -0.1
H -0.1 0.1 0.0
H 0.0 0.0 0.1

- Total energy: -1144.7066 a.u.
- Gap between HOMO and LUMO: 0.3708 hartree
- Largest force on an atom: 1.6 eV/A
- Net charge: +1
- SMILES: CCN1CC[NH+]([C@@H](c2ccccc2)c2nnnn2Cc2ccccc2)CC1
- 2S+1: 1

Table of Mulliken atomic charges, one value per atom, all in e: -1.281, -0.472, 0.165, -0.895, -0.596, 0.211, 1.019, -0.546, -0.067, -0.952, -0.430, -0.963, -0.163, -0.712, 0.063, -0.885, -0.404, 0.858, -1.124, 0.425, 0.045, -0.803, -0.448, -0.675, -0.392, -0.555, -1.138, 0.351, 0.414, 0.308, 0.390, 0.325, 0.322, 0.401, 0.463, 0.338, 0.685, 0.598, 0.504, 0.452, 0.438, 0.445, 0.442, 0.382, 0.391, 0.504, 0.461, 0.433, 0.429, 0.482, 0.347, 0.442, 0.426, 0.541